A molecular structure, C16H16N3O3Zr at a distorted geometry. Source: the Open Molecules 2025 dataset; level of theory: ωB97M-V with the def2-TZVPD basis set.

**LUMO level**: -12.26 eV
**HOMO-LUMO gap**: 7.83 eV
**ΔE to the lowest compared entry with this formula, charge and spin**: 23.39 kJ/mol
**Total charge**: +3

Positions of all 39 atoms, in Å:
Zr 0.913 -0.195 0.140
O -2.093 -0.381 2.923
C -1.214 -0.589 2.165
N -0.577 0.392 1.321
C -0.630 1.777 1.717
O -1.405 2.255 2.466
C 0.481 2.574 1.060
C 0.560 3.931 1.266
C 1.547 4.653 0.594
C 2.416 3.983 -0.263
C 2.310 2.615 -0.399
N 1.360 1.900 0.257
C -0.546 -1.942 2.026
C -0.991 -3.002 2.780
C -0.304 -4.213 2.707
C 0.803 -4.318 1.870
C 1.198 -3.221 1.136
N 0.541 -2.034 1.199
H -0.142 4.408 1.938
H 1.632 5.723 0.736
H 3.179 4.516 -0.814
H 3.008 2.067 -1.022
H -1.850 -2.873 3.426
H -0.623 -5.058 3.305
H 1.360 -5.242 1.790
H 2.062 -3.276 0.484
C -1.718 0.276 -3.149
C -1.150 -1.130 -3.414
C -0.527 -1.486 -2.081
O 0.142 -0.205 -1.684
C -0.695 0.935 -2.223
H -2.694 0.214 -2.670
H -1.825 0.842 -4.071
H -0.388 -1.112 -4.193
H -1.919 -1.843 -3.705
H 0.240 -2.260 -2.144
H -1.291 -1.716 -1.335
H -0.012 1.589 -2.758
H -1.158 1.445 -1.380

***

A single C16H16N4O6S2 molecule at a distorted geometry. Source: the Open Molecules 2025 dataset; level of theory: ωB97M-V with the def2-TZVPD basis set.

**LUMO level**: 0.24 eV
**HOMO-LUMO gap**: 8.75 eV
**ΔE to the lowest compared entry with this formula, charge and spin**: 0.00 kJ/mol
**SMILES**: CCOC(=O)CNC(=O)CSc1nnc(NC(=O)c2ccc3c(c2)OCO3)s1
**Total charge**: 0

Positions of all 44 atoms, in Å:
C 1.084 3.659 1.421
C 1.003 3.763 -0.095
O 2.220 3.319 -0.706
C 2.337 2.020 -0.951
O 1.487 1.199 -0.729
C 3.697 1.696 -1.565
N 4.195 0.441 -1.065
C 3.925 -0.719 -1.703
O 3.491 -0.783 -2.830
C 4.276 -1.991 -0.935
S 4.392 -1.795 0.876
C 2.827 -1.086 1.176
N 2.680 -0.062 1.944
N 1.421 0.341 2.051
C 0.603 -0.370 1.341
N -0.732 -0.110 1.257
C -1.561 -0.896 0.493
O -1.127 -1.875 -0.079
C -2.977 -0.472 0.426
C -3.583 0.309 1.406
C -4.923 0.671 1.319
C -5.627 0.231 0.223
C -5.026 -0.564 -0.761
C -3.710 -0.934 -0.679
O -5.948 -0.862 -1.722
C -7.149 -0.240 -1.319
O -6.930 0.446 -0.101
S 1.327 -1.685 0.471
H 0.160 4.026 1.859
H 1.238 2.624 1.725
H 1.912 4.257 1.792
H 0.176 3.158 -0.481
H 0.887 4.800 -0.417
H 3.560 1.581 -2.646
H 4.400 2.504 -1.360
H 4.477 0.410 -0.095
H 3.540 -2.759 -1.173
H 5.259 -2.342 -1.252
H -1.052 0.746 1.686
H -3.031 0.621 2.279
H -5.397 1.268 2.080
H -3.237 -1.552 -1.423
H -7.475 0.475 -2.090
H -7.931 -1.003 -1.175

***

A molecular structure, C16H16N7O4S2Ti at a distorted geometry. Source: the Open Molecules 2025 dataset; level of theory: ωB97M-V with the def2-TZVPD basis set.

**LUMO level**: -4.26 eV
**HOMO-LUMO gap**: 6.84 eV
**ΔE to the lowest compared entry with this formula, charge and spin**: 56.91 kJ/mol
**Total charge**: +1

Positions of all 46 atoms, in Å:
Ti -0.211 0.144 0.540
O 0.023 0.241 4.534
C 0.264 0.079 3.375
O -0.375 0.592 2.342
C 1.386 -0.818 2.874
C 2.412 -1.428 3.572
C 3.330 -2.178 2.844
C 3.198 -2.324 1.464
C 2.126 -1.706 0.854
N 1.273 -0.971 1.563
C 1.678 -1.696 -0.592
O 2.242 -2.266 -1.488
O 0.589 -0.971 -0.706
H 2.479 -1.309 4.645
H 4.155 -2.660 3.351
H 3.906 -2.895 0.880
N -4.549 -0.077 1.163
C -3.272 0.153 0.865
S -2.217 -1.209 0.605
N -2.912 1.418 0.751
N -1.631 1.610 0.458
C -1.198 2.813 0.264
C 0.193 2.939 -0.089
C 0.752 4.127 -0.552
C 2.062 4.128 -0.982
C 2.793 2.943 -0.937
C 2.187 1.808 -0.448
N 0.919 1.798 -0.020
H -4.886 -1.007 1.328
H -5.155 0.712 1.320
H -1.872 3.660 0.285
H 0.145 5.021 -0.591
H 2.517 5.035 -1.356
H 3.819 2.912 -1.275
H 2.733 0.874 -0.392
C 1.317 -1.026 -4.798
N 0.679 -0.057 -3.917
C -0.422 -0.288 -3.215
N -1.032 -1.465 -3.334
S -1.100 0.946 -2.248
H 2.181 -0.561 -5.264
H 0.631 -1.343 -5.586
H 1.651 -1.893 -4.229
H 1.078 0.858 -3.817
H -0.559 -2.263 -3.728
H -1.835 -1.629 -2.752

***

2 unconnected molecules or ions with the total composition C16H16NO4. Source: the Open Molecules 2025 dataset; level of theory: ωB97M-V with the def2-TZVPD basis set.

**LUMO level**: 1.76 eV
**HOMO-LUMO gap**: 3.95 eV
**ΔE to the lowest compared entry with this formula, charge and spin**: 0.00 kJ/mol
**Total charge**: -1

Positions of all 37 atoms, in Å:
C 2.305 -2.621 1.695
C 2.767 -1.536 0.764
C 3.374 -1.730 -0.410
C 3.781 -0.554 -1.225
O 4.781 -0.559 -1.890
C 2.869 0.619 -1.119
C 2.255 0.842 0.044
C 1.302 1.970 0.325
C 0.037 1.473 1.027
C -1.197 2.279 0.735
O -1.211 3.257 0.044
N -2.413 1.807 1.341
C -3.222 0.975 0.482
C -2.921 -0.363 0.236
C -3.732 -1.116 -0.605
C -4.850 -0.542 -1.201
C -5.156 0.790 -0.945
C -4.344 1.545 -0.108
C 2.531 -0.118 1.159
O 2.557 0.249 2.319
H 1.749 -3.365 1.126
H 1.625 -2.206 2.438
H 3.129 -3.101 2.217
H 3.590 -2.717 -0.801
H 2.724 1.246 -1.989
H 1.031 2.457 -0.608
H 1.804 2.698 0.965
H 0.191 1.389 2.104
H -0.182 0.457 0.679
H -2.162 1.270 2.166
H -2.066 -0.838 0.700
H -3.477 -2.149 -0.796
H -5.473 -1.139 -1.851
H -6.022 1.246 -1.405
H -4.554 2.583 0.107
O 4.048 -2.389 -4.253
H 4.530 -2.112 -3.467

***

Question: What is the formula in the third record?
Answer: C16H16N7O4S2Ti